Record 1
Entry from OMol25: a 2-piece molecular cluster, C3H5BrOS overall at a distorted geometry (wB97M-V/def2-TZVPD).

Geometry as XYZ:
```
11
Properties=species:S:1:pos:R:3:forces:R:3
C 0.27102 0.35694 0.02358 0.012 3.410 -1.125
C 0.60271 1.49966 -0.24589 1.857 -1.123 -0.472
C -0.49252 -0.72469 0.46896 -1.619 -0.192 3.158
O 3.28459 -1.59056 0.11210 0.589 0.415 -0.270
S 4.69948 -1.27014 -0.72112 -1.537 -3.599 -1.783
Br 5.08605 0.57972 0.37684 0.593 3.273 2.083
H 2.50787 -1.38528 -0.43822 0.317 -0.015 -0.036
H 1.38631 2.17824 -0.59786 -1.079 -0.086 0.363
H -1.45348 -0.91925 0.00163 0.114 0.171 -0.272
H 0.08301 -1.58392 0.53087 0.985 -2.062 -0.315
H -0.66331 -0.53111 1.58484 -0.232 -0.191 -1.330
```
Forces are in eV/Å.

Computed properties:
lowest unoccupied orbital energy (alpha / beta): 0.24 / -2.66 eV
multiplicity: 3
Kohn-Sham gap (alpha / beta): 6.76 / 7.43 eV

For reference, the Löwdin charges in units of e are: -0.245 0.101 -0.130 -0.575 0.393 0.141 0.019 0.040 0.091 0.041 0.125


Record 2
Entry from OMol25: a 2-piece molecular cluster, C3H5BrS overall at a distorted geometry (wB97M-V/def2-TZVPD).

Geometry as XYZ:
```
10
Properties=species:S:1:pos:R:3:forces:R:3
C -1.24173 -0.24913 0.79648 -0.591 2.494 -3.185
C -0.63961 0.98743 0.53205 -1.465 -0.350 -0.316
C 1.24117 -0.56102 -0.92756 0.549 -0.425 -0.762
S -2.38465 -1.06619 -0.07828 -0.447 0.261 -0.529
Br 2.71651 0.05107 0.05580 -0.240 -0.054 -0.205
H -0.88964 -0.78098 1.55645 1.621 -1.829 3.547
H -0.93261 1.68384 -0.25683 -0.158 -0.672 -0.115
H -0.02968 1.46192 1.25899 0.820 -0.077 0.621
H 1.31058 -1.61442 -1.23330 -0.183 0.407 0.593
H 0.84967 0.08748 -1.70380 0.093 0.245 0.351
```
Forces are in eV/Å.

Computed properties:
lowest unoccupied orbital energy (alpha / beta): -1.92 / -0.44 eV
Kohn-Sham gap (alpha / beta): 6.77 / 8.53 eV

For reference, the Löwdin charges in units of e are: -0.751 -0.040 -0.536 0.634 0.595 -0.018 0.073 0.044 0.003 -0.004


Record 3
Entry from OMol25: a 2-piece molecular cluster, C3H5BrS overall at a distorted geometry (wB97M-V/def2-TZVPD).

Geometry as XYZ:
```
10
Properties=species:S:1:pos:R:3:forces:R:3
C -1.81349 0.53238 -1.30448 1.030 0.078 -0.975
C -1.44118 1.15467 -0.18659 2.643 -2.574 -2.538
C 2.36402 -1.49159 1.25316 0.685 0.891 -1.832
S 2.51341 -2.14865 -0.20995 -0.466 0.392 1.108
Br 1.90518 0.40593 1.52673 0.213 -1.269 0.121
H -1.06979 -0.05811 -1.92144 -0.973 0.637 0.943
H -2.77161 0.72360 -1.80258 0.198 -0.311 0.502
H -2.04306 1.74246 0.33669 -2.755 2.458 2.102
H -0.41875 1.09350 0.18063 -0.252 -0.270 -0.095
H 2.77526 -1.95420 2.12783 -0.323 -0.033 0.664
```
Forces are in eV/Å.

Computed properties:
lowest unoccupied orbital energy: -1.00 eV
SMILES: S=CBr.C=C
Kohn-Sham gap: 8.52 eV

For reference, the Löwdin charges in units of e are: -0.070 -0.073 -1.100 0.622 0.569 0.064 0.045 -0.007 -0.027 -0.024


Record 4
Entry from OMol25: a 2-piece molecular cluster, C3H5Cl overall at a distorted geometry (wB97M-V/def2-TZVPD).

Geometry as XYZ:
```
9
Properties=species:S:1:pos:R:3:forces:R:3
C -0.92469 -0.23685 0.50092 -1.689 -1.266 -1.943
C -1.26715 -0.30177 -0.80210 -0.168 -0.050 1.346
C 1.85947 0.20522 0.28228 -0.993 1.824 -0.037
Cl 3.48687 -0.06358 0.44537 0.627 0.352 -0.003
H -0.80964 0.71802 0.96264 0.099 0.341 0.412
H -1.02980 -1.14019 1.09214 0.796 0.143 0.214
H -1.49494 0.62139 -1.27802 0.307 0.668 -0.742
H 1.64452 1.39377 0.19904 0.898 -2.158 0.129
H -1.46463 -1.19602 -1.40226 0.122 0.147 0.623
```
Forces are in eV/Å.

Computed properties:
lowest unoccupied orbital energy (alpha / beta): -0.78 / -0.81 eV
Kohn-Sham gap (alpha / beta): 7.79 / 7.76 eV

For reference, the Löwdin charges in units of e are: -0.137 -0.091 -0.488 0.558 0.032 0.050 0.025 0.002 0.049


Record 5
Entry from OMol25: a 2-piece molecular cluster, C3H5Cl overall at a distorted geometry (wB97M-V/def2-TZVPD).

Geometry as XYZ:
```
9
Properties=species:S:1:pos:R:3:forces:R:3
C 0.36290 0.77050 -0.21607 0.605 -0.551 1.933
C 0.53499 -0.75600 -0.38209 0.127 0.868 0.442
C -0.30564 -0.12731 0.72354 -1.010 -0.174 -2.498
Cl -2.83532 -0.19215 -0.18629 2.564 -0.019 1.011
H 1.16395 1.22271 0.44929 -0.602 -0.155 -1.349
H -0.18907 1.44125 -0.82327 -0.290 0.315 -0.667
H 0.02234 -1.31877 -1.19487 0.376 0.737 0.858
H 1.59524 -1.02502 -0.15943 -1.259 -0.437 0.053
H -0.34938 -0.01520 1.78920 -0.511 -0.585 0.218
```
Forces are in eV/Å.

Computed properties:
lowest unoccupied orbital energy (alpha / beta): -1.78 / -1.78 eV
Kohn-Sham gap (alpha / beta): 8.03 / 8.03 eV

For reference, the Löwdin charges in units of e are: -0.188 -0.120 -0.094 -0.141 0.137 0.090 0.113 0.110 0.093


Record 6
Entry from OMol25: an isolated ion of composition C3H5Cl2N2 and charge +1 at a distorted geometry (wB97M-V/def2-TZVPD).

Geometry as XYZ:
```
12
Properties=species:S:1:pos:R:3:forces:R:3
C 0.67395 -0.48380 0.07866 0.649 0.703 -1.945
C 1.76164 -0.50786 0.80512 1.545 0.136 0.407
C -0.49425 -1.10904 0.47646 -1.267 -0.013 -0.941
N -0.58567 -1.79770 1.56708 -3.667 -2.402 1.455
N 0.60392 0.33872 -1.45896 1.288 0.075 -1.529
Cl 3.27919 0.13344 0.34618 -0.924 -0.208 0.045
Cl -1.88893 -0.95071 -0.57178 0.659 -0.362 0.962
H 0.19438 -1.97833 2.19963 0.094 0.451 -0.515
H -1.53686 -2.33070 1.83076 2.864 1.818 -0.960
H 1.61950 0.75660 -1.51201 -2.487 -0.776 0.068
H -0.09014 1.05420 -1.30354 0.174 0.826 0.303
H 0.30409 0.03383 -2.47980 1.073 -0.249 2.651
```
Forces are in eV/Å.

Computed properties:
charge: +1
lowest unoccupied orbital energy: -4.88 eV
Kohn-Sham gap: 7.95 eV

For reference, the Löwdin charges in units of e are: -0.351 -0.471 -0.681 0.147 0.114 0.680 0.796 0.141 0.215 0.133 0.090 0.187


Record 7
Entry from OMol25: C3H5Cl2N2 as an isolated structure at a distorted geometry (wB97M-V/def2-TZVPD).

Geometry as XYZ:
```
12
Properties=species:S:1:pos:R:3:forces:R:3
C 0.95194 1.06533 -0.72762 -1.125 3.801 -0.063
C 0.63973 2.23598 -0.81699 -0.062 -1.385 0.729
C 1.21740 -0.25216 -0.83902 2.209 -1.894 -0.399
N 0.43283 -1.15321 -0.39596 1.036 -3.081 -2.039
N -1.44337 -0.53273 1.21586 0.813 -2.292 -1.029
Cl -0.02811 3.68503 -0.62920 0.080 0.600 -0.252
Cl 2.86359 -0.45263 -1.55229 -1.615 -0.625 0.490
H -0.68947 -0.90175 0.27470 0.113 0.127 0.578
H 0.68658 -2.16679 -0.72244 -0.385 2.347 1.063
H -1.05983 0.38979 1.29018 -0.740 0.729 0.633
H -1.17186 -1.18724 1.95612 -0.105 0.737 0.076
H -2.39942 -0.72961 0.94665 -0.220 0.938 0.213
```
Forces are in eV/Å.

Computed properties:
charge: +1
lowest unoccupied orbital energy: -4.70 eV
Kohn-Sham gap: 9.59 eV

For reference, the Löwdin charges in units of e are: -0.163 -0.546 -0.713 0.095 0.171 0.849 0.723 0.072 0.174 0.094 0.125 0.119


Record 8
Entry from OMol25: an isolated ion of composition C3H5Cl2N3 and charge +2 at a distorted geometry (wB97M-V/def2-TZVPD).

Geometry as XYZ:
```
13
Properties=species:S:1:pos:R:3:forces:R:3
C -0.08085 0.79347 -0.74836 -2.620 2.434 -3.324
C 1.95096 -0.11248 0.04506 -5.256 -2.404 1.168
C -0.40754 -1.08099 0.61756 -0.357 -3.037 -1.819
N -0.88035 -0.00612 -0.17189 -3.491 1.124 1.600
N 1.21880 0.71070 -0.86600 3.727 -0.806 1.418
N 0.96134 -0.90240 0.89926 4.435 3.577 -2.420
Cl 3.57184 -0.31414 0.08990 -0.916 0.315 0.118
Cl -0.59226 -2.53844 -0.47596 0.224 -0.162 -0.412
H -0.46211 1.59974 -1.46064 -0.200 -1.104 1.367
H -1.03324 -1.56712 1.38186 0.333 1.754 0.686
H -1.96718 0.16444 -0.19807 2.618 -0.298 -0.110
H 1.59110 1.38996 -1.58006 0.573 -1.084 1.215
H 1.31268 -1.58763 1.53539 0.932 -0.309 0.514
```
Forces are in eV/Å.

Computed properties:
charge: +2
lowest unoccupied orbital energy: -11.15 eV
SMILES: ClC1=[NH+][C@H](Cl)NC=[NH+]1
Kohn-Sham gap: 8.43 eV

For reference, the Löwdin charges in units of e are: -0.070 -0.500 -0.608 0.115 0.149 0.108 1.064 0.715 0.227 0.142 0.273 0.229 0.155


Record 9
Entry from OMol25: a 2-piece molecular cluster, C3H5Cl2NSSi overall at a distorted geometry (wB97M-V/def2-TZVPD).

Geometry as XYZ:
```
13
Properties=species:S:1:pos:R:3:forces:R:3
C -0.08978 -0.07276 0.14713 -0.574 -1.774 1.011
C -0.22593 1.50996 -1.48498 0.264 -0.473 2.211
C -0.78734 0.27282 -2.21752 -2.428 1.066 -1.552
N 0.16013 1.09133 -0.06933 0.067 0.783 -1.055
Si 0.86222 -1.34846 3.31705 -2.303 1.752 -1.478
S -0.96005 -1.14504 -1.03493 0.415 1.449 0.241
Cl -0.62292 -2.07761 4.43672 -0.229 -0.223 0.935
Cl 1.72889 -2.69903 2.25687 1.474 -2.289 -1.234
H 0.68303 1.86603 -1.87276 1.402 -0.071 -1.067
H -0.70947 2.45762 -1.32261 -1.483 -0.094 -0.360
H -1.76807 0.51470 -2.86081 1.956 -0.673 1.748
H -0.05771 -0.02204 -2.93401 0.492 -0.313 -0.620
H 1.78701 -0.34752 3.63917 0.948 0.860 1.219
```
Forces are in eV/Å.

Computed properties:
lowest unoccupied orbital energy (alpha / beta): -0.83 / -0.16 eV
Kohn-Sham gap (alpha / beta): 6.18 / 8.23 eV

For reference, the Löwdin charges in units of e are: -0.478 -0.233 -0.460 -0.048 -0.306 0.790 0.242 0.288 0.080 0.098 0.119 0.036 -0.125


Record 10
Entry from OMol25: one molecule with the formula C3H5ClFN at a distorted geometry (wB97M-V/def2-TZVPD).

Geometry as XYZ:
```
11
Properties=species:S:1:pos:R:3:forces:R:3
C -1.61695 -0.49295 0.86859 -1.258 -0.383 1.351
C -0.37690 0.34911 1.13614 0.713 0.111 -1.455
C 0.57803 0.60931 0.22984 0.176 0.127 1.099
H -1.25683 -1.68410 -0.79422 -0.146 0.088 0.305
H -0.62308 -2.25069 0.60236 -1.380 0.479 -0.598
H -2.43707 0.09702 0.38797 0.762 -0.371 0.211
H -2.04454 -0.80755 1.87243 0.500 0.819 -0.920
H -0.20004 0.80780 2.10490 -0.148 -0.213 -0.021
N -1.48473 -1.79059 0.19526 1.830 -0.323 0.112
F 1.71282 1.29905 0.60829 -1.277 -0.740 -0.827
Cl 0.59025 0.11102 -1.43661 0.227 0.407 0.744
```
Forces are in eV/Å.

Computed properties:
lowest unoccupied orbital energy: 0.73 eV
SMILES: NC/C=C(/F)Cl
Kohn-Sham gap: 10.27 eV

For reference, the Löwdin charges in units of e are: -0.307 -0.102 -0.695 0.021 0.096 0.121 0.118 0.112 -0.044 -0.028 0.707


Which formula does entry 7 have?
C3H5Cl2N2


Number 7 is which compound?
C3H5Cl2N2